Density functional theory data (ωB97M-V with the def2-TZVPD basis set) for a molecular structure, C64H48Cl2F3N8O3PS2SbSr in a non-equilibrium geometry.

```
133
Properties=species:S:1:pos:R:3:forces:R:3:mulliken_charge:R:1
Sr 1.4137 0.0202 -0.5320 -0.939 0.483 1.183 2.422
Cl 1.2934 -0.6221 -7.7830 0.003 0.003 -0.006 -0.265
C 1.2695 -1.0737 -6.1009 -0.016 0.029 0.002 0.104
C 1.7009 -0.1614 -5.1544 0.107 -0.047 0.008 -0.284
C 1.6811 -0.4522 -3.7904 -0.022 -0.024 -0.111 -0.674
N 2.0170 0.5190 -2.8360 0.292 -0.084 -0.478 1.711
C 3.0857 1.2852 -3.0450 -0.016 0.036 -0.066 -0.871
O 3.9739 1.1915 -3.9033 -0.016 0.044 -0.027 -0.775
C 3.1401 2.4963 -2.1189 0.045 0.000 0.000 -0.022
C 3.7251 3.6560 -2.6166 0.017 0.018 -0.009 -0.828
C 3.6137 4.8292 -1.8913 0.002 -0.010 -0.005 -0.921
C 2.9247 4.8089 -0.6882 0.006 0.008 0.010 -0.904
C 2.4193 3.6000 -0.2408 0.080 -0.114 0.093 -1.442
N 2.5413 2.4590 -0.9219 0.001 0.019 -0.221 1.995
C 1.1925 -1.7145 -3.3694 0.043 -0.074 -0.011 -1.580
C 0.7999 -2.6339 -4.3453 -0.069 0.033 -0.021 -1.034
C 0.8213 -2.3180 -5.6919 -0.005 0.006 0.011 -0.225
Cl 0.2622 -3.5051 -6.8387 -0.005 -0.014 -0.001 -0.279
N 1.0345 -1.9491 -1.9931 0.076 -0.234 -0.435 2.786
C 1.1907 -3.1982 -1.5311 0.021 0.029 -0.139 -2.099
O 1.4989 -4.2261 -2.1476 0.062 -0.004 0.062 -0.768
C 0.9916 -3.3390 -0.0355 -0.080 -0.047 0.035 1.571
C 1.7318 -4.2993 0.6473 -0.034 -0.022 -0.009 -0.952
C 1.5112 -4.4718 1.9996 -0.011 0.018 0.017 -0.992
C 0.5424 -3.6975 2.6224 -0.010 -0.022 -0.006 -0.529
C -0.1392 -2.7622 1.8659 -0.063 0.009 -0.025 -0.702
N 0.0780 -2.5756 0.5632 0.159 0.105 -0.090 1.369
H 2.0799 0.7967 -5.4798 -0.006 -0.004 -0.003 0.615
H 4.2298 3.5998 -3.5704 0.000 0.003 -0.004 0.573
H 4.0438 5.7501 -2.2658 -0.003 0.002 0.000 0.393
H 2.7842 5.7017 -0.0942 -0.002 0.002 0.001 0.520
H 1.9056 3.5327 0.7074 0.012 0.019 -0.007 0.845
H 0.4669 -3.6119 -4.0379 0.040 0.039 -0.014 0.765
H 2.4519 -4.8869 0.0956 -0.002 0.004 -0.005 0.578
H 2.0897 -5.1919 2.5651 -0.001 -0.001 0.000 0.431
H 0.3371 -3.7945 3.6805 0.002 -0.001 0.001 0.367
H -0.8937 -2.1216 2.3098 0.018 -0.004 -0.008 0.017
O 4.7373 2.1963 1.7726 0.067 -0.134 -0.209 -0.559
N 3.6335 2.6544 2.4615 -0.231 0.123 0.052 0.223
C 3.6610 2.3040 3.6757 0.048 0.021 0.044 -1.101
C 2.6290 2.7823 4.6143 -0.113 0.029 -0.010 0.581
C 3.0837 3.1224 5.8928 0.028 0.030 -0.046 -0.730
C 2.2380 3.6679 6.8379 -0.001 0.009 0.007 -0.644
C 0.9016 3.8731 6.5206 -0.008 0.001 0.005 -0.921
C 0.4321 3.4943 5.2767 -0.011 -0.021 0.007 -0.196
C 1.2687 2.9379 4.3060 0.057 -0.173 0.096 0.325
P 0.4765 2.2249 2.7856 0.136 0.099 -0.014 1.681
C -0.4488 3.6815 2.1715 0.050 0.046 0.001 0.140
C 0.0080 4.9854 2.3660 -0.008 -0.011 0.013 -0.690
C -0.6000 6.0551 1.7217 0.001 -0.001 0.004 -0.767
C -1.6780 5.8403 0.8765 -0.002 -0.008 0.001 -0.813
C -2.1383 4.5465 0.6720 0.002 -0.001 -0.023 -0.791
C -1.5224 3.4780 1.3031 -0.022 -0.006 -0.011 -0.564
C -0.8061 1.2257 3.6455 -0.046 0.015 -0.048 1.250
C -2.1335 1.5949 3.8446 -0.008 0.001 0.013 0.024
C -3.0124 0.7424 4.4987 0.007 0.012 0.005 -0.839
C -2.5725 -0.4833 4.9751 0.006 -0.004 0.002 -0.688
C -1.2477 -0.8549 4.7914 -0.010 0.007 0.011 -0.568
C -0.3737 -0.0131 4.1214 -0.001 -0.003 -0.004 -0.875
H 4.4881 2.3130 0.8448 0.018 -0.014 0.059 0.270
H 4.4925 1.7171 4.0647 -0.037 -0.048 -0.026 0.321
H 4.1300 2.9674 6.1290 -0.001 -0.005 -0.001 0.458
H 2.6175 3.9323 7.8168 -0.002 -0.003 0.002 0.380
H 0.2224 4.2986 7.2486 0.001 0.003 0.002 0.431
H -0.6226 3.6071 5.0544 0.010 0.007 0.000 0.351
H 0.8508 5.1692 3.0209 0.012 -0.008 0.009 0.427
H -0.2261 7.0591 1.8823 -0.002 -0.001 0.003 0.430
H -2.1509 6.6738 0.3721 -0.001 -0.001 0.000 0.384
H -2.9678 4.3626 0.0002 0.001 0.002 -0.006 0.396
H -1.8713 2.4705 1.1059 0.001 0.001 0.004 0.401
H -2.4931 2.5498 3.4817 0.003 -0.006 0.007 0.319
H -4.0460 1.0379 4.6315 0.002 -0.001 -0.001 0.447
H -3.2605 -1.1497 5.4805 0.001 0.000 -0.002 0.382
H -0.8935 -1.8118 5.1555 -0.004 0.000 0.000 0.416
H 0.6535 -0.3245 3.9593 -0.005 0.007 0.004 0.261
F 4.4626 -2.9795 3.4542 0.007 0.018 0.005 -0.194
C 5.3177 -2.0168 3.0618 0.016 -0.043 -0.009 0.343
F 5.1680 -0.9837 3.9117 0.004 0.005 0.011 -0.179
F 6.5608 -2.5112 3.3050 -0.017 0.008 -0.001 -0.355
C 5.1563 -1.6326 1.6211 -0.013 0.012 -0.013 -0.348
C 6.2079 -1.8305 0.7495 -0.004 0.006 -0.007 -0.400
C 6.0793 -1.4881 -0.5902 0.002 0.011 0.003 -1.518
C 4.8740 -0.9481 -0.9945 -0.025 -0.014 0.008 -0.569
N 3.8518 -0.7437 -0.1667 0.211 -0.067 0.046 0.848
C 3.9407 -1.0744 1.1461 0.102 0.003 -0.015 -0.019
S 2.5567 -0.7926 2.1244 0.163 0.060 0.150 -0.262
H 7.1318 -2.2559 1.1170 0.001 0.000 -0.001 0.501
H 6.8836 -1.6370 -1.2953 0.001 0.001 -0.001 0.480
H 4.7093 -0.6605 -2.0291 0.003 -0.002 0.002 0.459
N -2.2558 2.7459 -2.6196 -0.011 0.069 0.091 0.272
C -1.2648 3.5504 -3.1323 0.001 -0.015 0.002 -1.913
C -0.1420 3.2300 -2.4328 0.049 -0.053 -0.050 0.122
N -0.4172 2.2417 -1.5154 -0.120 -0.170 0.109 1.421
C -1.6930 1.9779 -1.6588 -0.028 0.125 -0.003 -1.032
H -3.1980 2.6577 -2.9573 0.000 -0.028 -0.018 0.306
H -1.4428 4.2525 -3.9271 0.001 0.005 0.005 0.443
H 0.8452 3.6449 -2.5452 -0.005 0.004 -0.013 0.242
H -2.2501 1.2547 -1.0848 0.003 0.048 0.036 0.007
S -2.5475 -0.3715 0.8525 0.053 -0.179 0.054 -0.233
Sb -3.0757 -1.8430 -0.7842 -0.189 0.134 -0.099 1.189
C -3.1361 -0.8670 -2.6605 -0.075 -0.047 -0.018 0.272
C -1.9411 -0.5371 -3.2900 0.047 -0.089 -0.062 0.654
C -1.9506 0.1133 -4.5159 0.036 -0.048 -0.017 -0.813
C -3.1613 0.4544 -5.1026 -0.019 -0.030 0.007 -0.917
C -4.3588 0.1440 -4.4676 0.015 0.025 -0.030 -0.894
C -4.3502 -0.5245 -3.2489 0.020 0.022 0.023 -0.814
C -2.2613 -3.7271 -1.2693 0.066 0.060 0.050 0.495
C -1.9190 -3.9762 -2.5915 0.033 0.004 0.006 -0.121
C -1.4373 -5.2293 -2.9514 -0.028 -0.006 0.004 -0.486
C -1.3096 -6.2233 -1.9970 -0.023 -0.004 0.018 -0.628
C -1.6637 -5.9733 -0.6764 0.020 -0.022 -0.012 -0.615
C -2.1400 -4.7264 -0.3090 0.007 0.052 0.048 -0.532
C -5.1117 -2.3821 -0.5170 0.036 0.012 0.025 0.157
C -5.6425 -3.5012 -1.1504 -0.001 0.001 -0.039 -0.287
C -6.9843 -3.8198 -0.9888 -0.005 0.002 0.002 -0.710
C -7.7959 -3.0223 -0.1933 0.002 0.007 -0.001 -0.456
C -7.2664 -1.9090 0.4449 -0.004 -0.006 0.001 -0.604
C -5.9246 -1.5895 0.2857 0.011 -0.006 0.017 -0.610
H -0.9956 -0.7970 -2.8307 0.056 0.000 -0.010 0.102
H -1.0095 0.3463 -4.9995 -0.003 -0.004 0.002 0.478
H -3.1726 0.9571 -6.0619 -0.001 0.002 0.000 0.375
H -5.3031 0.4068 -4.9290 0.000 -0.001 -0.004 0.373
H -5.2876 -0.7788 -2.7672 0.000 -0.006 0.003 0.503
H -1.9892 -3.1978 -3.3417 -0.008 -0.027 0.003 0.466
H -1.1352 -5.4098 -3.9753 -0.007 -0.009 0.002 0.385
H -0.9118 -7.1905 -2.2752 0.007 0.005 0.000 0.369
H -1.5467 -6.7442 0.0747 0.000 -0.002 -0.004 0.407
H -2.3836 -4.5284 0.7281 -0.013 0.008 0.014 0.424
H -5.0107 -4.1317 -1.7666 0.004 0.004 0.003 0.456
H -7.3938 -4.6929 -1.4811 -0.002 0.002 0.001 0.389
H -8.8417 -3.2728 -0.0660 0.000 0.000 -0.001 0.362
H -7.8970 -1.2913 1.0722 -0.002 -0.002 0.000 0.383
H -5.4957 -0.7333 0.7956 0.002 0.001 0.000 0.351
```
Positions in Å, forces in eV/Å.

Results
HOMO energy, hartree: -0.172
Calculated total energy, eV: -156747.4221
Charge: -1
Largest force on an atom, eV Å⁻¹: 1.6
Multiplicity: 1
ΔE to the lowest compared entry with this formula, charge and spin, eV: 0.000